[1]
Entry from the Open Molecules 2025 dataset: C28H32N4O6PRuS as an isolated structure (wB97M-V/def2-TZVPD).

Cartesian coordinates (Å):
Ru (-0.44134, -0.74241, 0.21920)
S (1.20434, 0.33925, 2.72233)
P (1.57142, -1.67477, -0.08357)
O (-0.67468, 0.11466, -3.84789)
O (1.29626, 0.38969, 4.15798)
O (-2.69431, -3.90769, -0.78392)
O (1.29152, 1.62525, 2.04257)
O (0.04196, -0.53387, 2.29125)
O (-1.69103, -2.25147, 0.38191)
N (-5.59215, 4.26989, 1.76455)
N (-0.94251, -0.84383, -1.68917)
N (0.13030, 1.20043, -0.39990)
N (-3.15445, 3.64809, 0.84264)
C (-3.01208, 4.23657, 2.15572)
C (2.21952, -1.18738, -1.71705)
C (-4.09183, 2.48607, 0.90497)
C (2.50402, -5.48703, 1.09674)
C (0.84627, -4.30121, -0.73391)
C (4.24953, -1.38425, 0.60812)
C (1.94742, -1.96372, -2.82571)
C (-4.48328, 4.70645, 2.61710)
C (3.75876, 0.06250, -3.09992)
C (3.59439, -0.82556, -4.13411)
C (-0.60076, 0.10579, -2.61674)
C (-5.45080, 2.81249, 1.59550)
C (2.67528, -1.82888, -3.99128)
C (3.87808, 0.05793, 2.92925)
C (-5.32271, 4.89670, 0.44441)
C (2.54973, -4.09162, 0.95072)
C (1.61268, -6.28430, 0.38711)
C (0.75729, -5.67310, -0.51001)
C (5.37728, -0.96568, 1.38258)
C (-1.89205, -1.95638, -2.03442)
C (5.18144, -0.17107, 2.49485)
C (-2.16436, -2.82339, -0.77210)
C (3.16473, -0.11196, -1.87573)
C (2.96373, -1.11452, 1.02223)
C (1.68537, -3.49955, 0.03662)
C (0.07381, 1.34758, -1.90065)
C (2.74929, -0.42244, 2.20245)
C (-3.79985, 4.65414, 0.03628)
H (4.21031, -0.79267, -5.05264)
H (-5.54641, 5.97833, 0.61605)
H (-4.70525, 4.25454, 3.57382)
H (3.35165, 0.61929, -1.07870)
H (6.41246, -1.20175, 1.11181)
H (3.66769, 0.55337, 3.85434)
H (-3.79879, 4.45486, -1.07467)
H (-2.93512, -1.55222, -2.37253)
H (1.60703, -7.36071, 0.42438)
H (-2.35483, 5.11520, 1.99088)
H (4.37578, 0.97959, -3.13877)
H (2.43456, -2.53782, -4.77364)
H (3.21395, -5.85212, 1.83668)
H (-6.26932, 2.47055, 0.93359)
H (-3.53718, 1.75090, 1.53460)
H (-5.55278, 2.30444, 2.59394)
H (4.36355, -1.90266, -0.30364)
H (-4.50186, 5.81146, 2.69123)
H (-6.04282, 4.47370, -0.26829)
H (-2.56077, 3.47867, 2.80163)
H (1.14895, -2.67620, -2.80257)
H (0.21657, -3.83924, -1.50635)
H (-4.16241, 2.11426, -0.15012)
H (-3.24653, 5.59687, 0.23229)
H (-0.48205, 2.20731, -2.25171)
H (3.29359, -3.53585, 1.50120)
H (-1.44445, -2.42365, -2.92489)
H (1.06112, 1.47516, -2.37883)
H (0.15421, -6.36597, -1.08571)
H (0.97644, 1.56636, 0.03203)
H (5.95401, 0.14175, 3.17051)
H (-0.61756, 1.78686, -0.00691)

2S+1   5
HOMO (alpha / beta)   -9.2 / -11.2 eV
Relative energy (zero: lowest compared OMol25 entry of this formula, charge and spin)   0.0 kcal per mole
Kohn-Sham gap (alpha / beta)   6.5 / 3.9 eV
Total charge   +1

Atomic partial charges in e from the Löwdin method, atoms 1 to 5: 1.22 0.49 1.02 0.06 -0.29



[2]
Entry from the Open Molecules 2025 dataset: C14H24HgN5O3 as an isolated structure (wB97M-V/def2-TZVPD).

Cartesian coordinates (Å):
Hg (-0.52911, -1.38992, 1.93717)
O (2.62210, -2.11525, 0.75635)
O (-2.12871, 1.08021, -0.17945)
O (-0.88171, -1.01386, -1.14023)
N (2.29073, 0.07838, 2.87613)
N (2.98858, 3.26411, -0.05066)
N (-2.13164, -0.72064, -1.35691)
N (-2.77739, 0.29111, -0.91395)
N (-0.42424, 1.74903, 2.41413)
C (1.87729, 2.49197, 2.67301)
C (-3.11802, -3.80443, -3.14734)
C (2.33448, 0.98071, 0.64276)
C (2.64575, 1.26808, 2.12585)
C (1.87956, 2.19711, -0.12450)
C (-5.01044, -2.33313, -3.08539)
C (1.03286, -3.37218, -0.51845)
C (0.61266, 2.78684, 0.44400)
C (-4.44864, -3.55500, -3.43484)
C (-2.35503, -2.85427, -2.48558)
C (0.52392, 2.77305, 1.98677)
C (-2.92589, -1.64768, -2.10625)
C (1.57708, -2.68510, 0.68670)
C (-4.25920, -1.37718, -2.42627)
H (3.72652, 1.49563, 2.22404)
H (2.70895, 4.08274, -0.58643)
H (2.65914, -0.75211, 2.42196)
H (-0.79881, 1.94257, 3.33350)
H (-0.20562, 2.15485, 0.07977)
H (-5.05162, -4.30330, -3.93287)
H (-6.04551, -2.12568, -3.32492)
H (1.50934, 0.26509, 0.60459)
H (-4.68775, -0.43075, -2.14186)
H (1.65850, 2.29173, 3.72338)
H (0.47679, -4.26504, -0.23981)
H (1.82575, -3.61068, -1.23152)
H (1.75100, 1.96309, -1.18160)
H (3.88052, 2.90027, -0.38129)
H (-1.31914, -3.03876, -2.24499)
H (0.21499, 3.78129, 2.30943)
H (3.06611, 3.51641, 0.93743)
H (-2.67192, -4.74757, -3.43498)
H (2.50981, 3.39498, 2.66432)
H (-1.19066, 1.65111, 1.75297)
H (0.32933, -2.65375, -0.95891)
H (0.43850, 3.78818, 0.03562)
H (3.19444, 0.50098, 0.16855)
H (2.62637, 0.10676, 3.83056)

2S+1   2
HOMO (alpha / beta)   -6.0 / -6.2 eV
Kohn-Sham gap (alpha / beta)   5.1 / 5.3 eV
Total charge   0

Atomic partial charges in e from the Löwdin method, atoms 1 to 5: 0.56 -0.03 -0.22 -0.26 0.03